C5H15N2O | ωB97M-V/def2-TZVPD

Last columns: bonded neighbours and bond lengths (Å).
Cartesian coordinates (Å):
1 C -1.812 -0.198 -0.976  C2 1.513, H9 1.131, H10 1.043, H11 1.119
2 C -0.760 -0.190 0.110  C1 1.513, C3 1.475, O4 1.478, C5 1.706
3 C -1.410 0.197 1.376  C2 1.475, H12 1.172, H13 1.096, H14 1.072
4 O -0.223 -1.565 0.178  C2 1.478, H15 0.973
5 C 0.578 0.828 -0.182  C2 1.706, N6 1.446, C7 1.601, H16 1.087
6 N 0.563 2.189 0.307  C5 1.446, H17 0.991, H18 0.984
7 C 1.926 0.047 0.187  C5 1.601, N8 1.527, H19 1.158, H20 1.070
8 N 1.982 -1.181 -0.719  C7 1.527, H21 1.085, H22 1.092, H23 1.024
9 H -1.316 -0.070 -1.985  C1 1.131
10 H -2.389 -1.062 -1.067  C1 1.043
11 H -2.566 0.608 -0.791  C1 1.119
12 H -0.546 -0.027 2.135  C3 1.172
13 H -2.245 -0.426 1.716  C3 1.096
14 H -1.755 1.206 1.265  C3 1.072
15 H -1.077 -2.023 0.262  O4 0.973
16 H 0.351 0.889 -1.243  C5 1.087
17 H -0.126 2.727 -0.159  N6 0.991
18 H 0.384 2.307 1.268  N6 0.984
19 H 2.099 -0.418 1.233  C7 1.158
20 H 2.735 0.732 0.048  C7 1.070
21 H 1.747 -1.019 -1.766  N8 1.085
22 H 1.068 -1.744 -0.519  N8 1.092
23 H 2.792 -1.807 -0.678  N8 1.024

The total charge is +1. The HOMO-LUMO gap comes out at 10.251 eV. Its total energy is -10448.294 eV. Its SMILES is CC(C)(O)[C@@H](N)C[NH3+].

---

C5H15N2O | ωB97M-V/def2-TZVPD

Last columns: bonded neighbours and bond lengths (Å).
Cartesian coordinates (Å):
1 C -2.330 0.582 0.482  C2 1.548, H8 1.059, H9 1.096, H10 1.182
2 C -1.012 0.038 -0.119  C1 1.548, C3 1.542, N7 1.483, H11 1.146
3 C -0.311 -0.765 0.995  C2 1.542, C4 1.631, H12 1.060, H13 1.071
4 C 0.488 -2.010 0.306  C3 1.631, C5 1.328, N6 1.416
5 C -0.154 -3.091 -0.121  C4 1.328, H14 1.099, H15 1.095
6 N 1.879 -1.742 0.300  C4 1.416, H16 1.039, H17 0.980
7 N -0.036 1.103 -0.454  C2 1.483, H18 1.094, H19 1.019, H20 1.080
8 H -3.118 0.390 -0.200  C1 1.059
9 H -2.602 0.136 1.445  C1 1.096
10 H -2.303 1.752 0.645  C1 1.182
11 H -1.373 -0.591 -1.007  C2 1.146
12 H -0.976 -1.227 1.680  C3 1.060
13 H 0.344 -0.107 1.528  C3 1.071
14 H -1.196 -3.436 -0.059  C5 1.099
15 H 0.510 -3.860 -0.529  C5 1.095
16 H 2.427 -2.296 -0.387  N6 1.039
17 H 2.324 -1.431 1.116  N6 0.980
18 H 0.070 1.672 0.475  N7 1.094
19 H -0.169 1.824 -1.162  N7 1.019
20 H 0.802 0.481 -0.729  N7 1.080
21 H 1.537 4.361 -1.903  O23 0.925
22 H 1.096 5.053 -0.572  O23 1.032
23 O 1.206 4.154 -1.065  H21 0.925, H22 1.032

The total charge is +1. The HOMO-LUMO gap comes out at 8.959 eV. Its total energy is -10448.085 eV.

---

C5H15N2O | ωB97M-V/def2-TZVPD

Last columns: bonded neighbours and bond lengths (Å).
Cartesian coordinates (Å):
1 C 0.609 1.383 -3.221  N2 1.467, H5 1.092, H6 1.082, H7 1.086
2 N 0.339 1.497 -1.783  C1 1.467, C3 1.303, H8 1.015
3 C -0.852 1.549 -1.257  N2 1.303, N4 1.315, H9 1.083
4 N -1.075 1.706 0.029  C3 1.315, H10 1.028, H11 1.009
5 H 1.179 0.470 -3.406  C1 1.092
6 H 1.169 2.251 -3.542  C1 1.082
7 H -0.335 1.315 -3.755  C1 1.086
8 H 1.148 1.485 -1.172  N2 1.015
9 H -1.691 1.501 -1.940  C3 1.083
10 H -0.315 1.444 0.670  N4 1.028
11 H -2.031 1.601 0.334  N4 1.009
12 C 0.889 -0.746 1.089  O13 1.448, C14 1.514, H16 1.096, H17 1.088
13 O 1.188 0.660 1.258  C12 1.448, H18 0.965
14 C -0.163 -1.264 2.047  C12 1.514, C15 1.523, H19 1.093, H20 1.094
15 C -0.669 -2.632 1.610  C14 1.523, H21 1.092, H22 1.087, H23 1.091
16 H 0.547 -0.859 0.053  C12 1.096
17 H 1.809 -1.321 1.162  C12 1.088
18 H 1.365 0.796 2.197  O13 0.965
19 H 0.274 -1.311 3.048  C14 1.093
20 H -1.001 -0.563 2.106  C14 1.094
21 H 0.141 -3.364 1.578  C15 1.092
22 H -1.429 -3.012 2.288  C15 1.087
23 H -1.096 -2.583 0.607  C15 1.091

The total charge is +1. The HOMO-LUMO gap comes out at 11.488 eV. Its total energy is -10450.153 eV.

---

C5H15N2O | ωB97M-V/def2-TZVPD

Last columns: bonded neighbours and bond lengths (Å).
Cartesian coordinates (Å):
1 N -0.555 -2.659 2.079  C2 1.465, H10 1.004, H11 0.944
2 C -0.870 -1.606 1.110  N1 1.465, C3 1.565, C4 1.508, H9 1.103
3 C -1.591 -0.412 1.818  C2 1.565, H13 1.084, H14 1.088, H15 1.115
4 C 0.423 -1.194 0.453  C2 1.508, N5 1.397, H16 1.115, H17 1.148
5 N 0.317 0.018 -0.234  C4 1.397, C6 1.423
6 C 1.460 0.297 -1.034  N5 1.423, C7 1.468, H19 1.124, H20 1.125
7 C 1.082 1.215 -2.115  C6 1.468, O8 1.434, H21 1.106, H22 1.110
8 O 0.207 2.291 -1.750  C7 1.434, H23 0.932
9 H -1.621 -1.906 0.359  C2 1.103
10 H -1.157 -2.609 2.881  N1 1.004
11 H -0.620 -3.534 1.731  N1 0.944
12 H -0.163 4.588 -2.136  H18 0.709
13 H -1.506 0.330 1.033  C3 1.084
14 H -2.639 -0.702 1.858  C3 1.088
15 H -1.269 0.029 2.791  C3 1.115
16 H 0.798 -2.068 -0.128  C4 1.115
17 H 1.157 -1.062 1.326  C4 1.148
18 H -0.499 4.126 -1.716  H12 0.709
19 H 1.996 -0.576 -1.497  C6 1.124
20 H 2.262 0.868 -0.490  C6 1.125
21 H 2.068 1.474 -2.544  C7 1.106
22 H 0.524 0.791 -2.976  C7 1.110
23 H 0.195 2.301 -0.818  O8 0.932

The total charge is +2. The HOMO-LUMO gap (spin up / spin down) comes out at 4.656 / 4.124 eV. Its total energy is -10429.067 eV. The multiplicity is 2.

---

C5H15N2O | ωB97M-V/def2-TZVPD

Last columns: bonded neighbours and bond lengths (Å).
Cartesian coordinates (Å):
1 C -0.972 -0.980 0.197  C2 1.471, N7 1.552, H8 1.060, H9 1.141
2 C -0.650 0.050 -0.802  C1 1.471, C3 1.543, H10 1.090, H11 1.179
3 C 0.009 1.305 -0.193  C2 1.543, C4 1.279, N6 1.447
4 C -0.487 2.437 -0.525  C3 1.279, H12 1.199, H13 1.072
5 C 2.328 0.590 0.124  N6 1.462, H14 1.072, H15 1.020, H16 1.214
6 N 1.135 1.199 0.711  C3 1.447, C5 1.462, H17 1.031
7 N -2.100 -0.526 1.161  C1 1.552, H18 0.984, H19 1.067, H20 0.995
8 H -0.042 -1.205 0.654  C1 1.060
9 H -1.388 -1.975 -0.176  C1 1.141
10 H -0.024 -0.328 -1.611  C2 1.090
11 H -1.569 0.472 -1.409  C2 1.179
12 H -0.055 3.482 -0.125  C4 1.199
13 H -1.463 2.603 -0.934  C4 1.072
14 H 2.820 0.990 -0.741  C5 1.072
15 H 2.301 -0.426 0.036  C5 1.020
16 H 3.140 0.819 0.996  C5 1.214
17 H 1.376 2.092 1.166  N6 1.031
18 H -2.604 0.235 0.794  N7 0.984
19 H -2.673 -1.364 1.487  N7 1.067
20 H -1.695 -0.199 2.009  N7 0.995
21 H 1.446 -3.217 -0.438  O23 0.920
22 H 0.581 -2.825 -1.622  O23 0.952
23 O 0.584 -3.229 -0.760  H21 0.920, H22 0.952

The total charge is +2. The HOMO-LUMO gap (spin up / spin down) comes out at 11.225 / 6.213 eV. Its total energy is -10435.161 eV. The multiplicity is 2.

---

C5H15N2O | ωB97M-V/def2-TZVPD

Last columns: bonded neighbours and bond lengths (Å).
Cartesian coordinates (Å):
1 C -3.393 -0.218 0.131  C2 1.618, H8 1.123, H9 1.145, H10 1.142
2 C -1.988 0.496 0.495  C1 1.618, C3 1.524, N7 1.477, H11 1.279
3 C -1.038 0.017 -0.596  C2 1.524, C4 1.456, H12 1.086, H13 1.169
4 C 0.365 0.404 -0.550  C3 1.456, C5 1.388, H14 1.086
5 C 1.253 0.150 -1.587  C4 1.388, N6 1.500, H15 1.094
6 N 2.732 0.211 -1.342  C5 1.500, H16 1.061, H17 1.131, H18 1.057
7 N -1.421 -0.186 1.676  C2 1.477, H19 1.074, H20 1.096
8 H -3.479 -1.226 0.619  C1 1.123
9 H -4.164 0.581 0.410  C1 1.145
10 H -3.536 -0.427 -0.982  C1 1.142
11 H -2.131 1.761 0.617  C2 1.279
12 H -1.100 -1.038 -0.843  C3 1.086
13 H -1.511 0.418 -1.587  C3 1.169
14 H 0.707 0.917 0.344  C4 1.086
15 H 1.058 -0.209 -2.602  C5 1.094
16 H 3.269 -0.477 -1.945  N6 1.061
17 H 3.142 1.090 -1.925  N6 1.131
18 H 3.131 0.161 -0.364  N6 1.057
19 H -2.093 -0.940 2.043  N7 1.074
20 H -1.353 0.637 2.395  N7 1.096
21 H 2.142 -0.996 1.873  O23 0.928
22 H 3.381 -0.322 1.961  O23 0.967
23 O 2.771 -0.650 1.286  H21 0.928, H22 0.967

The total charge is +2. The HOMO-LUMO gap (spin up / spin down) comes out at 7.438 / 3.645 eV. Its total energy is -10433.658 eV. The multiplicity is 2.